Density functional theory data (ωB97M-V/def2-TZVPD) for a single C4H8O2 molecule.

Bonds (Å) are listed after each position.
CARTESIAN COORDINATES (ANGSTROEM)
1 O 0.43269 -0.62685 1.07105  C4 1.415, C6 1.387
2 O 1.21652 -0.75594 -1.70493  C3 1.205
3 C 1.49134 0.18353 -1.00133  O2 1.205, C6 1.513, H9 1.107
4 C -0.93974 -0.29458 0.97622  O1 1.415, C5 1.522, H10 1.104, H13 1.093
5 C -1.44307 -0.22001 -0.45780  C4 1.522, H11 1.096, H12 1.087, H14 1.094
6 C 1.26391 0.31789 0.48850  O1 1.387, C3 1.513, H7 1.098, H8 1.106
7 H 2.25694 0.20554 0.94431  C6 1.098
8 H 0.94216 1.35767 0.68594  C6 1.106
9 H 2.01776 1.06602 -1.41355  C3 1.107
10 H -1.12756 0.65019 1.51590  C4 1.104
11 H -1.22478 0.72902 -0.96165  C5 1.096
12 H -2.52449 -0.32745 -0.47322  C5 1.087
13 H -1.45452 -1.09522 1.51302  C4 1.093
14 H -1.01594 -1.04044 -1.04245  C5 1.094

Calculated values
**Frontier orbital gap**: 0.391 hartree
**HOMO**: -9.7 eV
**Energy relative to the best compared isomer or geometry (same formula, charge and spin)**: 39.4 kcal per mole
**Spin multiplicity**: 1
**Structure (SMILES)**: CCOCC=O
**Total energy**: -8371.5728 eV
**Lowest unoccupied orbital energy**: 0.974 eV

Atom charges from the Mulliken analysis, given in e for atoms 1 to 8: atom 1 (O): -0.386, atom 2 (O): -0.457, atom 3 (C): 0.009, atom 4 (C): -0.269, atom 5 (C): -1.063, atom 6 (C): -0.437, atom 7 (H): 0.360, atom 8 (H): 0.352